No. 1
103
Properties=species:S:1:pos:R:3:forces:R:3 method="wB97M-V/def2-TZVPD" spin_multiplicity=1 homo_energy_ev="-6.460 / -6.335" total_energy_ha=-4124.4474 homo_lumo_gap_ev="5.185 / 4.946" max_force_ha_per_bohr=0.0700
H 0.64889 0.76057 -5.22844 0.039 0.013 -0.026
C 1.79849 -0.90194 -2.44036 -0.240 -0.081 -0.518
H 1.61621 3.87640 -1.61196 -0.108 -0.028 -0.115
C 2.18916 3.30488 -0.89298 -0.120 -0.009 0.104
H 0.23106 6.89928 1.77214 0.041 0.046 0.002
C -4.78297 1.43091 1.63712 0.115 -0.170 -0.010
C -0.83365 3.87184 0.70843 -0.245 -0.555 0.397
C 1.52574 2.46119 -0.00286 -0.004 -0.008 0.296
C 2.25921 1.78015 0.96240 -0.166 0.056 -0.120
C 0.01902 4.95063 0.92384 0.017 -0.207 -0.139
N -1.68252 -1.92173 -0.39525 -1.618 1.915 -0.340
O -3.70025 -2.94316 0.73413 -0.013 0.034 0.002
H -0.38380 1.04959 -7.43808 0.076 0.020 -0.099
H 4.29948 -4.62212 -0.81345 0.155 -0.059 -0.012
C 1.93304 1.48477 -3.15448 -0.823 -0.412 0.316
C -0.75171 5.98002 -2.48317 -0.117 -0.022 -0.041
H -5.10113 1.98776 2.50707 -0.009 0.053 0.072
Te -2.52164 3.42084 -2.25223 1.465 0.560 -0.433
Pt -1.24306 0.16303 -0.24779 1.188 -0.827 -0.660
C -5.33632 1.72704 0.39255 0.072 -0.104 -0.107
C 0.21334 6.78385 -3.07416 -0.119 -0.060 0.326
C 3.64132 1.87653 0.98052 0.174 -0.011 0.032
C -1.23714 4.89563 -3.19905 -0.677 -0.137 0.159
C -0.43690 6.06650 1.60383 -0.045 0.133 0.011
N 1.99579 -1.38467 -1.04471 0.033 -0.242 0.123
H -2.78220 3.06181 1.06419 -0.047 0.044 -0.003
C 0.69944 -3.75526 1.60285 0.494 1.720 1.303
C 4.26999 -2.52199 -1.03454 -0.478 -0.425 0.111
H -6.30950 3.53824 0.99358 -0.058 0.085 0.014
H 3.85393 2.28595 -3.76792 0.127 0.104 -0.030
C -1.23096 -4.28699 -0.17023 0.688 -0.011 0.023
C -0.75129 4.68321 -4.48217 -0.053 0.060 -0.008
H -3.59847 5.06599 2.25445 -0.118 0.019 0.046
C 3.35117 1.40657 -3.39895 0.683 -0.443 -0.106
H -1.10855 6.18806 -1.48514 0.013 0.041 0.098
O 0.22555 -2.87883 -1.42346 0.008 0.189 -0.132
C -0.68765 -2.88158 -0.31480 1.312 -0.378 1.074
P -0.29850 2.32046 -0.08291 -0.030 0.065 -1.378
H 1.43405 2.41149 -3.40717 -0.165 0.063 0.140
C 1.39193 -2.62752 -0.63283 -0.107 0.144 0.379
C 1.17098 -1.92532 2.90870 1.112 -0.230 3.033
C 0.21096 5.55335 -4.97546 -0.178 -0.413 -0.098
C -3.18915 0.96480 -5.56579 -0.066 -0.006 -0.035
C 3.46534 -1.29315 -1.18847 0.254 0.128 0.032
C -1.22389 0.77632 -4.18041 -0.601 -0.880 0.409
H 3.83679 -0.46364 -0.57801 0.150 -0.041 -0.133
H 1.03724 4.92574 0.56793 0.058 -0.017 0.023
O 1.53014 -1.23022 3.84852 -0.557 -0.783 -1.692
H -3.80898 -0.70082 -1.42919 0.031 0.080 0.016
C 4.29862 2.67897 0.06335 0.048 -0.024 0.081
H -4.26319 1.00145 -5.66208 -0.120 0.005 0.001
C -2.61292 0.78907 -4.32096 0.109 -0.194 -0.018
H 0.63111 5.41874 -5.96494 -0.060 -0.077 -0.110
C -3.86838 0.40291 1.78282 0.127 -0.011 0.076
C 3.31615 -0.94724 -2.69600 0.115 -0.025 -0.019
H -2.82944 1.26106 -7.65785 -0.051 -0.049 -0.088
H 5.37733 2.74408 0.07217 0.080 0.025 0.026
C -4.92081 1.00945 -0.72901 0.014 -0.021 0.228
O 0.31667 -0.28416 1.41547 0.241 -2.482 0.848
H 0.63651 7.62695 -2.54263 -0.042 0.084 0.110
H -5.34928 1.24136 -1.69526 -0.002 -0.023 -0.054
C 1.21135 0.47120 -2.64496 -0.197 -0.130 -0.430
C -2.38650 1.09412 -6.68756 0.016 -0.017 0.068
H -6.52828 3.12880 -0.71949 0.007 0.061 -0.033
C -3.49615 -0.33808 0.66508 0.282 -0.605 -0.081
O 1.65026 -4.17721 3.74946 0.292 0.013 0.152
C -1.73609 6.11275 2.07898 -0.034 0.025 0.001
H 1.74733 1.17337 1.69189 0.096 0.017 0.059
H 2.56289 -5.79866 0.25882 -0.148 -0.089 0.111
C -0.67670 2.41911 -1.85938 -0.711 0.327 -0.818
H 5.33415 -2.41196 -1.16748 0.210 -0.061 -0.009
H 4.07204 4.08737 -1.53508 0.027 0.017 -0.092
N 0.69111 6.57362 -4.28732 0.499 0.456 -0.219
C 3.70738 -3.72031 -0.86502 0.624 0.171 -0.101
H -3.23544 0.63889 -3.44774 -0.014 0.095 -0.049
H -7.38473 2.21675 0.52292 -0.068 0.107 0.012
H -2.08136 6.97828 2.62203 -0.045 0.123 0.060
C -1.01079 0.99289 -6.56180 0.056 0.102 -0.106
H 1.20113 -1.60875 -3.03012 0.225 0.063 0.052
C -0.50984 -5.27172 0.33494 -1.479 -0.461 -0.474
C 2.31143 -3.83055 -0.52966 -1.270 -0.540 0.531
C -2.58883 5.03904 1.87382 -0.042 -0.006 0.004
H 5.06613 0.17434 -3.37342 0.227 0.116 -0.051
H -1.10808 3.85755 -5.08194 0.016 -0.079 -0.057
C -6.44683 2.72364 0.28640 0.026 0.002 -0.023
C 0.60016 -1.47348 1.64341 -1.026 2.950 -1.791
O -1.95362 -1.95534 2.12210 0.042 0.286 0.529
C 0.50226 -2.62802 0.70741 -0.596 -0.602 -1.325
H -0.81512 -6.30127 0.43671 0.145 -0.015 0.026
P -0.58287 0.70713 -2.47154 0.429 2.141 1.553
C 4.00772 0.26700 -3.18876 -0.101 0.217 -0.145
H -2.22297 -4.45880 -0.55216 -0.111 -0.287 -0.014
O 0.75716 -5.03605 0.94909 -0.083 0.722 -0.245
C 3.56662 3.41610 -0.85489 0.005 0.136 0.024
C 1.25046 -3.45404 2.84856 -0.159 -0.954 0.425
S -2.68949 -1.92747 0.88808 -0.999 -0.661 -0.499
C -0.42524 0.83070 -5.31808 0.095 0.035 0.327
C -4.02784 -0.04176 -0.59709 -0.109 -0.099 -0.123
H 3.60846 -1.80986 -3.30118 -0.068 0.030 0.062
C 1.90930 -4.95126 0.11436 1.709 0.248 -0.927
C -2.13774 3.92197 1.19844 0.141 -0.105 0.042
H -3.46052 0.12575 2.74405 0.020 0.060 0.117
H 4.20025 1.32650 1.72427 0.068 -0.033 0.065

---

No. 2
105
Properties=species:S:1:pos:R:3:forces:R:3 method="wB97M-V/def2-TZVPD" spin_multiplicity=1 total_charge=-1 homo_energy_ev="-2.954 / -3.824" total_energy_ha=-5171.1867 de_lowest_ev=2.156 homo_lumo_gap_ev="4.391 / 5.262" max_force_ha_per_bohr=0.0830
C -0.72989 0.32756 -3.36668 -1.390 -0.586 -0.292
C 1.30316 4.28728 0.97349 -0.414 -0.059 -0.540
H 5.67874 -6.62243 -1.37833 -0.895 0.098 1.010
O -0.02346 -2.09567 -1.19059 1.978 0.392 0.347
O -6.35516 4.75578 -3.07450 1.349 0.781 -0.578
H 1.48780 -0.12748 2.00210 0.116 -0.098 0.316
C -2.44078 2.33651 -3.88413 -1.016 0.926 1.034
C 4.80897 -6.94845 0.61391 0.723 -1.573 0.152
H 3.85380 -0.13783 -0.75629 1.170 -0.638 -0.129
C 1.42444 3.26631 -1.65312 0.049 -0.546 -1.389
C 6.20683 -2.51944 0.00855 -2.231 0.322 0.970
C -1.33406 2.19372 -4.73082 0.940 -0.553 0.070
C 7.29900 -1.92084 -0.53566 3.006 -1.325 0.253
C -2.62420 -3.96648 -0.82011 1.145 -0.719 -1.095
Ca -1.78369 -0.82606 -0.30424 0.287 0.369 -0.434
C -2.77434 1.34478 -2.89447 1.417 -1.286 -0.744
O -0.85729 0.79943 1.03965 0.683 1.808 0.895
H 8.20615 -0.19198 -1.50135 -1.211 -0.422 0.544
C 7.27292 -0.65180 -1.07390 -0.459 0.526 -0.972
H -3.65470 3.23152 5.13935 0.275 -0.088 0.120
H 0.21228 0.80492 -5.25895 0.505 0.416 0.613
H 1.62185 2.29045 6.29464 0.644 -0.039 -0.311
N -4.09090 0.64763 -0.94136 -0.702 1.306 -0.744
C -5.82590 2.88896 -1.29934 0.000 -1.284 0.998
C 3.99521 -4.35635 0.55749 0.042 -0.230 -0.627
C -2.26985 -6.32038 -1.23767 0.927 -1.008 1.280
C 0.80695 1.55665 3.09301 0.648 0.655 1.029
H 4.15916 -7.04190 2.63574 -0.046 0.352 -0.389
H 2.97569 -2.77621 -1.83580 0.341 0.486 -1.241
N -1.48226 -7.12263 -0.94838 -0.946 0.653 -0.795
C -2.25322 2.63906 3.58630 -0.206 -0.061 1.352
C 2.01496 4.96464 -0.04595 -0.700 -0.081 0.512
O -4.61321 5.74564 -4.04475 0.363 0.660 -0.412
C 0.82324 2.51343 -0.65597 -0.304 0.950 0.133
H -1.36878 4.66871 0.91443 -0.418 -0.610 0.527
S -1.05780 -2.07072 4.40345 -1.431 0.783 3.946
C -4.35898 3.59102 -3.21047 -1.731 1.760 0.586
C 6.00328 -0.02745 -1.15533 1.760 1.186 -0.659
C -1.90781 4.28478 1.79999 -0.860 -0.086 0.193
C -3.13816 3.49370 4.22596 -0.734 1.613 -1.265
C 0.95295 2.31842 4.28419 0.201 -0.895 -0.320
N -5.10230 4.79636 -3.43254 -1.879 -2.385 1.209
H -2.02284 1.69064 4.12228 0.033 0.599 -0.910
H 0.33212 1.58679 -0.91303 0.242 -0.166 0.191
H -5.03528 -6.08076 -2.05882 0.326 -0.399 0.101
C 4.93752 -1.90921 -0.13693 1.189 0.214 -0.342
H 3.48011 -4.54710 2.63241 0.209 -0.767 -0.720
C 2.59062 0.67346 5.09454 -0.614 1.369 2.865
H -6.13530 -3.94522 -2.40607 0.412 0.056 0.063
C -5.09982 0.93403 -0.07890 0.998 -0.988 -0.724
H -5.02149 0.21219 0.75991 -0.835 0.855 -0.209
H 8.25282 -2.55191 -0.50036 -1.117 1.305 0.022
N -3.23751 -2.81146 -1.04910 -0.807 0.789 0.084
C 3.86091 -5.09808 1.74050 -0.286 1.503 0.000
P 3.44699 -2.62682 0.50056 -1.855 -0.438 0.718
H 1.43341 2.84126 -2.68434 -0.007 0.502 0.874
H 2.95566 -0.97531 3.78958 -0.315 1.018 0.080
C -4.76475 2.62890 -2.19644 -0.186 0.472 -0.476
S -3.01288 -1.58251 2.09193 -1.494 0.514 -0.243
H -3.10405 4.37893 -4.59453 0.564 -0.835 0.111
C 1.23120 -1.81545 -0.98249 -0.289 3.660 0.538
C 2.42075 -0.00857 3.95869 0.910 -2.226 -2.186
P -0.28921 2.03002 1.77819 -0.457 -1.019 -1.921
H -6.84394 2.10693 0.48551 0.464 0.011 -0.435
H 2.42092 5.10401 -2.13653 0.539 0.512 -0.936
O 1.71626 -0.64605 -0.68755 -2.124 -2.031 -0.785
H -4.91998 -1.82037 -1.91009 0.781 -0.683 0.691
C -3.12795 -5.18366 -1.29510 -2.187 0.706 -0.064
H 1.04468 4.70278 1.99030 0.932 -0.284 -1.204
C -3.48717 4.73536 3.59459 0.116 -0.428 0.218
C -4.44346 -2.78842 -1.61695 -0.648 -0.640 -1.140
H -4.09880 5.48603 4.16625 0.347 -1.002 -0.928
C 1.57898 0.42561 2.93822 -0.597 -0.304 -0.645
C -5.11813 -3.98355 -2.01089 0.465 0.804 1.252
C -3.22294 3.50090 -3.93889 0.520 0.082 -0.973
C 0.69939 3.07169 0.61903 -0.477 -0.939 0.312
H -1.57440 -3.92387 -0.44814 -0.944 0.059 -0.051
C 4.25250 -6.41199 1.74105 -0.441 -0.271 1.256
H 1.89200 -3.82301 -1.00995 0.066 -0.214 0.152
C 5.06530 -6.23436 -0.51967 0.019 1.931 -2.254
H 3.33032 0.29412 5.86436 -1.229 0.645 -0.809
H 2.53635 5.87626 0.26401 -0.242 -0.157 -0.533
H 5.99103 0.99537 -1.59519 -0.291 -0.840 0.413
C 4.85720 -0.64961 -0.71458 -1.092 0.812 -0.068
C -6.04276 1.97687 -0.25590 0.893 -0.131 0.068
C -2.98312 5.02646 2.30818 0.508 0.434 0.704
C -4.50117 -5.19328 -1.75949 1.659 0.427 -0.415
N -1.88210 0.29860 -2.68325 0.033 1.912 0.340
H -6.41317 3.79782 -1.40664 0.160 -0.431 -0.072
C -1.61679 -1.84993 2.86964 1.226 -1.076 -0.057
H -3.29232 5.89035 1.71257 -0.047 -0.091 0.591
H -1.14252 2.96329 -5.49493 -0.232 -0.632 0.237
C 1.73135 1.80778 5.31924 0.625 0.009 -0.185
H 5.10571 -7.98604 0.68882 0.199 -0.094 -0.221
C -0.47966 1.14115 -4.48673 -0.754 0.236 -0.680
H 6.23936 -3.36678 0.69935 0.447 -0.061 -0.834
C 4.56613 -4.89999 -0.61137 0.849 -0.948 0.789
H 4.77542 -4.22855 -1.48547 -0.324 -1.000 0.860
C -3.96639 1.47069 -2.05606 0.553 0.103 1.516
H 0.49988 3.30311 4.33527 -0.373 -0.271 0.449
C 1.98212 4.50330 -1.39469 -0.020 -0.336 2.753
H -0.03139 -0.42216 -3.09475 0.529 -0.726 0.186
C 2.30729 -2.81718 -1.01637 0.102 -1.730 1.357
S -0.09416 -2.38809 2.37423 1.343 -0.411 -3.357
C -1.58952 3.09151 2.44949 1.032 -0.440 -0.566